# 1
The following is a quantum chemistry calculation of 2 unconnected molecules or ions with the total composition C6H9NO2S at a distorted geometry, from OMol25.

The geometry in ORCA input format:
```
! wB97M-V def2-TZVPD RIJCOSX def2/J DEFGRID3
* xyz 0 1
C -0.608 1.650 2.824
C -1.114 0.029 1.359
C -0.184 0.717 0.638
C -1.756 -1.230 0.956
C 2.193 0.036 -1.611
C 0.716 -0.040 -1.782
N -1.351 0.666 2.539
O 0.023 -1.261 -1.732
O 0.054 0.884 -2.470
S 0.506 2.078 1.570
H -0.447 2.205 3.835
H -2.522 -1.673 1.707
H -2.165 -1.081 -0.010
H -1.014 -1.971 0.820
H 2.822 0.505 -2.457
H 2.375 0.619 -0.723
H 2.706 -0.919 -1.461
H 0.671 -1.936 -1.455
H -0.906 0.720 -2.545
*
```

ΔE to the lowest compared entry with this formula, charge and spin in kJ/mol: 430.4
HOMO level (spin up / spin down) in eV: -7.49 / -7.48
LUMO (spin up / spin down) in Ha: -0.00397 / -0.00423
Gap between HOMO and LUMO (spin up / spin down) in eV: 7.38 / 7.37

***

# 2
The following is a quantum chemistry calculation of 2 unconnected molecules or ions with the total composition C2H7NS2, from OMol25.

The geometry in ORCA input format:
```
! wB97M-V def2-TZVPD RIJCOSX def2/J DEFGRID3
* xyz 0 1
C -0.768 -0.951 -0.161
N -0.673 0.295 -0.336
C -1.684 1.135 0.283
H 0.049 -1.593 -0.471
H -1.643 -1.416 0.303
H -1.216 1.714 1.079
H -2.516 0.552 0.682
H -2.037 1.866 -0.441
S 2.753 0.579 0.337
S 3.078 -1.427 -0.067
H 1.417 0.561 0.184
H 3.240 -1.315 -1.392
*
```

ΔE to the lowest compared entry with this formula, charge and spin in kJ/mol: 89.0
HOMO level in eV: -9.35
LUMO in Ha: 0.01797
Gap between HOMO and LUMO in eV: 9.84
SMILES: C=NC.SS

***

# 3
The following is a quantum chemistry calculation of a single C14H28N4O3S molecule at a distorted geometry, from OMol25.

The geometry in ORCA input format:
```
! wB97M-V def2-TZVPD RIJCOSX def2/J DEFGRID3
* xyz 0 1
C 4.150 -1.585 1.568
N 2.750 -1.999 1.401
C 1.708 -1.152 1.431
O 1.801 0.083 1.593
C 0.311 -1.790 1.278
C -0.235 -2.300 2.634
C -0.531 -1.244 3.694
S 0.839 -0.597 4.644
C 1.394 -2.019 5.652
N -0.634 -0.881 0.629
C -0.496 -0.457 -0.626
O 0.216 -1.069 -1.390
C -1.247 0.837 -1.030
C -0.652 2.051 -0.281
C 0.715 2.412 -0.841
C 1.285 3.782 -0.375
C 1.459 3.911 1.141
N 2.444 2.959 1.714
N -1.331 1.077 -2.496
C -2.371 1.698 -3.106
C -2.270 1.952 -4.597
O -3.367 2.101 -2.497
H 4.725 -2.353 2.098
H 4.643 -1.436 0.628
H 4.182 -0.674 2.137
H 2.533 -2.935 1.152
H 0.497 -2.666 0.627
H 0.518 -3.004 2.977
H -1.142 -2.879 2.448
H -1.151 -0.416 3.289
H -1.144 -1.711 4.441
H 0.516 -2.294 6.291
H 2.268 -1.639 6.191
H 1.662 -2.849 5.051
H -1.136 -0.278 1.265
H -2.326 0.718 -0.707
H -0.593 1.865 0.771
H -1.295 2.897 -0.448
H 1.437 1.619 -0.570
H 0.640 2.486 -1.904
H 0.612 4.539 -0.708
H 2.240 3.989 -0.891
H 0.477 3.733 1.586
H 1.775 4.917 1.421
H 2.203 1.984 1.507
H 2.402 3.008 2.705
H -0.557 0.723 -3.044
H -1.509 2.704 -4.794
H -3.197 2.391 -4.941
H -2.036 1.029 -5.114
*
```

ΔE to the lowest compared entry with this formula, charge and spin in kJ/mol: 0.0
HOMO level in eV: -8.53
LUMO in Ha: 0.01640
Gap between HOMO and LUMO in eV: 8.98
SMILES: CNC(=O)[C@@H](CCSC)NC(=O)[C@@H](CCCCN)NC(C)=O